The molecule C21H19ClN2O5S2, computed with ωB97M-V/def2-TZVPD.

## Properties
Max |F| (eV/A): 0.881
Frontier orbital gap (hartree): 0.2764
HOMO energy (hartree): -0.3065
Energy relative to the best compared isomer or geometry (same formula, charge and spin) (kcal/mol): 0.0

Atoms and positions in Å:
C: -2.743 -1.103 -0.137
N: -3.469 0.033 0.392
C: -3.674 1.190 -0.277
O: -4.357 2.091 0.171
C: -3.032 1.330 -1.656
H: -3.256 2.341 -2.011
H: -3.455 0.598 -2.355
O: -1.621 1.183 -1.612
C: -1.055 0.305 -2.457
O: -1.692 -0.375 -3.223
C: 0.422 0.283 -2.286
C: 0.960 0.690 -1.089
C: 2.361 0.649 -0.905
N: 3.178 0.232 -1.847
C: 2.687 -0.163 -3.029
C: 3.605 -0.591 -4.013
C: 3.160 -0.999 -5.238
C: 1.787 -0.993 -5.531
C: 0.871 -0.584 -4.599
C: 1.290 -0.165 -3.323
H: -0.181 -0.589 -4.832
H: 1.453 -1.314 -6.506
H: 3.861 -1.325 -5.991
H: 4.652 -0.579 -3.758
C: 2.984 1.060 0.330
C: 2.442 1.555 1.487
C: 3.402 1.843 2.471
C: 4.669 1.562 2.048
S: 4.714 0.939 0.434
Cl: 6.103 1.774 2.947
H: 3.174 2.238 3.444
H: 1.390 1.716 1.636
H: 0.321 1.034 -0.292
C: -4.092 -0.101 1.701
C: -3.123 -0.632 2.753
H: -3.126 -0.039 3.662
H: -2.109 -0.744 2.390
S: -3.794 -2.262 3.216
O: -3.392 -3.237 2.238
O: -3.539 -2.558 4.596
C: -5.515 -1.777 2.902
C: -5.341 -1.019 1.607
H: -5.186 -1.744 0.807
H: -6.215 -0.418 1.357
H: -6.146 -2.653 2.811
H: -5.833 -1.156 3.733
H: -4.415 0.912 1.967
H: -2.959 -1.986 0.463
H: -3.032 -1.308 -1.168
H: -1.663 -0.932 -0.112

Here are the natural (NBO) charges for atoms 1 to 2, given in e: number 1, C, carries -0.45; number 2, N, carries -0.43

***

A structure of composition C21H19ClN2OSiV, computed with ωB97M-V/def2-TZVPD.

## Properties
Spin multiplicity: 2
Max |F| (eV/A): 0.366
Frontier orbital gap (spin up / spin down) (hartree): 0.2186 / 0.2332
HOMO energy (spin up / spin down) (hartree): -0.5426 / -0.5431
Net charge: +2
Energy relative to the best compared isomer or geometry (same formula, charge and spin) (kcal/mol): 1.8

Atoms and positions in Å:
V: 0.492 0.274 0.969
Cl: 5.833 4.699 -1.084
C: 4.754 3.526 -0.458
C: 5.246 2.462 0.303
C: 4.394 1.502 0.825
C: 3.041 1.601 0.582
O: 2.168 0.678 1.059
C: 2.525 2.657 -0.187
C: 1.126 2.805 -0.406
N: 0.192 1.977 -0.029
C: -1.193 2.311 -0.150
C: -1.744 3.226 -1.005
C: -3.130 3.492 -0.951
C: -3.938 2.849 -0.056
C: -3.393 1.875 0.817
C: -4.147 1.145 1.762
C: -3.536 0.210 2.560
C: -2.168 -0.015 2.418
N: -1.423 0.656 1.543
C: -2.020 1.604 0.741
C: 3.400 3.629 -0.697
H: 6.309 2.394 0.489
H: 4.771 0.681 1.420
H: 0.810 3.727 -0.888
H: -1.140 3.749 -1.734
H: -3.547 4.221 -1.630
H: -4.996 3.067 -0.011
H: -5.210 1.333 1.850
H: -4.092 -0.359 3.291
H: -1.667 -0.761 3.023
H: 3.016 4.454 -1.283
C: 0.041 -5.199 0.759
Si: -0.038 -4.283 -0.853
C: 1.404 -4.594 -1.967
C: -1.689 -4.383 -1.685
C: 0.129 -2.444 -0.346
C: 0.234 -1.257 -0.031
H: -0.040 -6.269 0.553
H: -0.778 -4.924 1.424
H: 0.989 -5.030 1.272
H: 1.370 -5.628 -2.317
H: 2.354 -4.447 -1.451
H: 1.378 -3.946 -2.844
H: -1.851 -5.408 -2.028
H: -1.732 -3.732 -2.560
H: -2.504 -4.123 -1.009

Here are the natural (NBO) charges for atoms 1 to 2, given in e: number 1, V, carries 1.54; number 2, Cl, carries 0.10

***

The molecule C21H19ClN4O2S in a non-equilibrium geometry, computed with ωB97M-V/def2-TZVPD.

## Properties
Max |F| (eV/A): 3.795
Frontier orbital gap (hartree): 0.2940
HOMO energy (hartree): -0.2934
Energy relative to the best compared isomer or geometry (same formula, charge and spin) (kcal/mol): 73.1

Atoms and positions in Å:
O: -3.820 -0.549 1.866
Cl: 6.144 4.432 -4.174
N: -0.331 -3.784 1.576
N: 0.133 1.620 -2.035
N: 1.168 1.223 1.438
O: -2.896 -2.361 0.790
S: 1.052 -3.933 -0.606
C: -2.809 -1.014 1.331
C: 0.288 -4.634 0.800
C: -1.017 1.102 -2.009
C: 2.273 1.714 0.981
C: 0.488 -2.407 -0.026
C: -1.499 0.321 -0.859
C: 2.102 2.079 -0.438
C: 0.804 1.672 -0.801
C: -0.076 -2.442 1.222
C: -0.867 0.392 0.386
C: 5.174 3.930 -1.667
C: 3.944 2.946 -3.621
C: 4.180 3.458 -0.850
C: 3.034 2.382 -2.654
C: 5.024 3.689 -3.032
C: 3.132 2.651 -1.300
N: 0.263 1.205 0.383
C: -5.037 -3.090 0.015
C: -1.684 0.966 2.543
C: -4.021 -3.159 1.152
C: -0.485 -1.386 2.209
C: -1.409 -0.278 1.584
H: 0.346 -5.682 1.018
H: -1.652 1.153 -2.933
H: 3.263 1.714 1.539
H: 0.802 -1.425 -0.504
H: -2.440 -0.152 -0.941
H: 6.039 4.531 -1.264
H: 4.007 2.802 -4.695
H: 4.289 3.751 0.206
H: 2.195 1.814 -3.110
H: -5.979 -3.544 0.382
H: -5.260 -2.090 -0.336
H: -4.688 -3.569 -0.928
H: -0.768 1.279 3.059
H: -2.434 0.789 3.275
H: -2.066 1.803 1.901
H: -4.528 -2.724 2.035
H: -3.847 -4.184 1.380
H: 0.438 -1.060 2.714
H: -0.969 -1.955 2.998

Here are the natural (NBO) charges for atoms 1 to 2, given in e: number 1, O, carries -0.58; number 2, Cl, carries -0.03

***

A cluster of 3 separate species, C21H19FO4 in total in a non-equilibrium geometry, computed with ωB97M-V/def2-TZVPD.

## Properties
Max |F| (eV/A): 1.687
Frontier orbital gap (hartree): 0.3543
HOMO energy (hartree): -0.3350
Energy relative to the best compared isomer or geometry (same formula, charge and spin) (kcal/mol): 0.0

Atoms and positions in Å:
O: -3.491 -1.268 3.443
C: -3.531 -1.087 2.262
F: -4.638 -0.504 1.750
C: -2.406 -1.536 1.318
O: -2.367 -0.605 0.245
C: -1.176 -0.605 -0.385
O: -0.341 -1.457 -0.233
O: -1.072 0.443 -1.231
C: 0.227 0.604 -1.727
C: 1.230 1.072 -0.904
C: 2.521 1.234 -1.368
C: 2.780 0.904 -2.689
C: 1.774 0.462 -3.530
C: 0.482 0.314 -3.051
H: -1.502 -1.562 1.929
H: -2.684 -2.552 0.995
H: 0.974 1.321 0.127
H: 3.325 1.581 -0.722
H: 3.790 0.990 -3.090
H: 2.012 0.222 -4.564
H: -0.317 -0.025 -3.709
C: 5.947 -0.965 -4.279
C: 7.168 -1.455 -3.835
C: 8.345 -1.035 -4.439
C: 8.303 -0.118 -5.480
C: 7.082 0.375 -5.922
C: 5.904 -0.052 -5.324
H: 5.028 -1.296 -3.809
H: 7.202 -2.166 -3.018
H: 9.297 -1.422 -4.097
H: 9.221 0.213 -5.948
H: 7.049 1.091 -6.733
H: 4.951 0.329 -5.672
C: -7.706 -0.061 6.855
C: -7.818 1.323 6.864
C: -6.894 2.099 6.179
C: -5.862 1.491 5.477
C: -5.751 0.107 5.464
C: -6.671 -0.668 6.157
H: -8.426 -0.666 7.392
H: -8.627 1.797 7.407
H: -6.978 3.179 6.192
H: -5.143 2.097 4.938
H: -4.947 -0.367 4.915
H: -6.582 -1.748 6.151

Here are the natural (NBO) charges for atoms 1 to 2, given in e: number 1, O, carries -0.53; number 2, C, carries 0.85

***

A structure of composition C21H19N3O5 in a non-equilibrium geometry, computed with ωB97M-V/def2-TZVPD.

## Properties
Max |F| (eV/A): 19.799
Frontier orbital gap (hartree): 0.3051
HOMO energy (hartree): -0.3135
Energy relative to the best compared isomer or geometry (same formula, charge and spin) (kcal/mol): 444.0

Atoms and positions in Å:
O: -2.113 0.185 -3.182
C: -1.691 0.868 -2.182
N: -2.325 1.894 -1.524
C: -1.961 2.661 -0.634
O: -2.817 3.575 -0.281
N: -0.674 2.310 -0.253
C: 0.199 1.285 -0.781
C: -0.487 0.394 -1.609
C: 0.271 -0.688 -2.135
N: 1.487 -0.918 -1.717
C: 2.402 -2.218 -2.124
C: 1.381 -3.458 -2.396
C: 1.088 -3.777 -3.786
C: 0.545 -4.976 -3.880
C: -0.311 -5.523 -2.823
C: 0.036 -4.939 -1.697
C: 0.706 -3.720 -1.473
H: 0.883 -3.401 -0.460
O: -0.819 -5.621 -0.534
C: -1.321 -6.668 -1.480
O: -1.118 -6.620 -2.789
H: -0.981 -7.741 -1.108
H: -2.434 -6.578 -1.329
H: 0.537 -5.419 -4.992
H: 1.679 -3.563 -4.324
H: 3.072 -2.251 -1.437
H: 2.671 -1.697 -3.300
H: -0.040 -1.227 -2.828
O: 1.280 1.023 -0.146
H: 1.915 -0.328 -0.977
C: -0.188 3.057 1.080
H: 0.769 3.072 0.948
H: -0.552 4.136 0.875
C: -0.753 2.581 2.221
C: -0.193 3.412 3.369
C: -0.769 4.448 4.030
C: -0.568 5.284 4.976
C: 1.047 5.111 5.370
C: 1.589 3.934 5.046
C: 1.218 3.022 4.012
H: 1.754 2.456 3.603
H: 2.757 3.671 5.358
H: 1.187 5.628 6.159
H: -1.054 6.189 5.080
H: -1.892 4.569 3.439
H: -1.806 2.679 2.366
H: -0.310 1.659 2.368
H: -3.297 2.229 -2.122

Here are the natural (NBO) charges for atoms 1 to 2, given in e: number 1, O, carries -0.64; number 2, C, carries 0.65

***

energy relative to the best compared isomer or geometry (same formula, charge and spin) of number 4 (C21H19FO4)? 0.0 kcal/mol

***

What is the max |F| in the fourth record? 1.687 eV/A